{
  "formula": "C15H29Cl2N2OOsP",
  "method": "ωB97M-V/def2-TZVPD",
  "species": ["Os", "Cl", "Cl", "H", "H", "P", "C", "C", "C", "C", "H", "C", "H", "H", "H", "H", "H", "H", "H", "C", "C", "H", "H", "H", "H", "H", "H", "C", "H", "C", "H", "H", "H", "H", "H", "H", "N", "C", "O", "C", "C", "C", "N", "C", "C", "H", "H", "H", "H", "H", "H"],
  "coordinates": [[0.2411, -0.3197, 0.9668], [-1.2371, 1.2700, 0.5859], [1.5760, -2.0613, 1.2880], [-0.3450, -1.0540, -0.3116], [1.3148, 0.4347, 0.0832], [-0.1933, 0.1567, -3.9945], [0.2189, 1.9316, -3.8437], [1.0705, -1.1399, -3.9756], [-1.9500, -0.2426, -3.7275], [1.1280, 2.3586, -2.6654], [-0.7499, 2.4510, -3.6725], [0.7997, 2.3825, -5.2038], [1.7156, 1.8207, -5.4416], [1.0623, 3.4511, -5.1778], [0.0567, 2.2145, -5.9977], [0.9443, 1.7738, -1.7589], [0.8843, 3.4054, -2.4469], [2.2009, 2.3456, -2.9034], [-2.3007, 0.6238, -3.1259], [-2.3312, -1.5074, -2.9215], [-2.5864, -0.2213, -5.1323], [-2.4925, 0.7835, -5.5686], [-3.6541, -0.4785, -5.0738], [-2.0946, -0.9480, -5.8015], [-2.0306, -1.4178, -1.8691], [-1.9090, -2.4296, -3.3367], [-3.4245, -1.6407, -2.9601], [2.3811, -0.7343, -3.2780], [1.2674, -1.2787, -5.0537], [0.6786, -2.5137, -3.4032], [2.6044, 0.3229, -3.3976], [3.1669, -1.3138, -3.7719], [2.3887, -0.9967, -2.2079], [0.7172, -2.5274, -2.3007], [1.4213, -3.2110, -3.8036], [-0.2881, -2.8566, -3.7579], [0.6588, 0.9329, 7.8891], [-0.0833, -0.0283, 7.2705], [-0.6407, -0.9106, 7.9136], [-0.1317, 0.0518, 5.7739], [0.6088, 0.9611, 5.0211], [0.5915, 0.9158, 3.6331], [-0.0927, -0.0445, 2.9625], [-0.9277, -0.8516, 3.6679], [-0.9232, -0.8548, 5.0636], [0.6613, 0.9638, 8.8940], [1.0234, 1.7323, 7.4120], [1.2556, 1.6963, 5.4709], [1.1517, 1.6081, 3.0120], [-1.5559, -1.5220, 3.0755], [-1.5266, -1.6083, 5.5659]],
  "spin_multiplicity": 5,
  "e_homo_ev": [-3.941, -7.128],
  "total_energy_ha": -2125.94186
}

---

{
  "formula": "CH3N5O",
  "method": "ωB97M-V/def2-TZVPD",
  "species": ["C", "H", "H", "H", "N", "N", "N", "N", "N", "O"],
  "coordinates": [[-0.1159, -0.4160, -0.6639], [1.0808, -1.5246, 1.6809], [-0.2291, 1.7087, 1.7054], [1.5258, -1.3912, -1.1176], [0.5542, 0.0953, 0.3042], [-0.4346, 0.8591, 0.9039], [-1.2865, 1.2967, 0.0721], [-1.2176, 0.3592, -0.8744], [0.4611, -1.3689, -1.4268], [1.4727, -0.6232, 1.1076]],
  "spin_multiplicity": 1,
  "e_homo_ev": -8.705,
  "total_energy_ha": -388.67803,
  "e_above_lowest_kcal_mol": 120.3,
  "smiles": "[H]/N=c1/nn[nH]n1O"
}

---

{
  "formula": "C23H42N4O7S3",
  "method": "ωB97M-V/def2-TZVPD",
  "species": ["C", "C", "O", "C", "H", "H", "H", "H", "H", "H", "C", "C", "N", "H", "H", "H", "C", "C", "N", "H", "H", "H", "C", "C", "N", "H", "H", "H", "C", "C", "N", "H", "H", "H", "C", "C", "C", "S", "O", "O", "C", "H", "H", "H", "H", "H", "H", "H", "H", "C", "C", "C", "S", "O", "O", "C", "H", "H", "H", "H", "H", "H", "H", "H", "C", "C", "C", "S", "O", "O", "C", "H", "H", "H", "H", "H", "H", "H", "H"],
  "coordinates": [[-4.1577, 3.2785, -1.4798], [-4.2978, 4.3314, -2.5230], [-3.3427, 4.7369, -3.0863], [-5.6961, 4.7166, -3.0488], [-4.4821, 2.2834, -1.7841], [-4.7743, 3.5929, -0.6377], [-3.1496, 3.2004, -1.0727], [-6.4028, 3.9346, -2.7710], [-5.7770, 4.7409, -4.1356], [-6.0923, 5.6394, -2.6252], [0.3354, -0.4306, -0.1957], [-0.7345, 0.3632, -0.7773], [-1.5892, 1.0104, -1.2518], [0.5013, -1.4696, -0.4805], [0.1564, -0.4110, 0.8793], [1.2147, 0.1761, -0.4121], [2.9360, -3.5810, -0.4763], [2.1644, -4.6852, 0.1141], [1.5109, -5.5495, 0.6139], [4.0027, -3.7587, -0.6123], [2.7682, -2.7134, 0.1619], [2.5337, -3.3685, -1.4668], [0.0941, 4.0974, -0.5964], [-0.3342, 4.7612, 0.6139], [-0.6464, 5.2605, 1.5789], [1.1736, 4.2101, -0.4963], [-0.3331, 4.5199, -1.5058], [-0.0144, 3.0138, -0.5514], [2.9273, 1.8712, 4.3541], [2.4504, 1.2293, 3.1709], [2.0606, 0.6786, 2.1818], [2.3016, 1.8067, 5.2442], [3.3121, 2.8689, 4.1425], [3.7343, 1.2664, 4.7676], [0.3010, -2.1336, 4.0926], [0.5359, -3.1311, 3.0185], [-0.7610, -3.7885, 2.6664], [-2.0421, -2.4762, 2.8071], [-3.1215, -2.9953, 3.6519], [-2.3846, -1.7800, 1.5275], [-0.9601, -1.3242, 3.7720], [1.0460, -1.3410, 4.0223], [0.2705, -2.3139, 5.1672], [1.1682, -3.9183, 3.4291], [1.0101, -2.5864, 2.2020], [-0.9827, -4.4526, 3.5018], [-0.8282, -4.3690, 1.7463], [-1.5999, -0.8210, 4.4970], [-0.7307, -0.6253, 2.9676], [-3.7137, -2.1917, -1.8005], [-2.3676, -2.2819, -2.5050], [-2.5426, -1.6281, -3.8543], [-3.9196, -2.6429, -4.4867], [-3.5999, -4.0626, -4.7162], [-4.7583, -1.9471, -5.4399], [-4.7710, -2.5326, -2.9338], [-3.8263, -1.1625, -1.4597], [-3.8458, -2.6844, -0.8371], [-2.0529, -3.3188, -2.6230], [-1.4902, -1.9051, -1.9794], [-1.6601, -1.8545, -4.4527], [-2.6576, -0.5492, -3.9586], [-5.3549, -3.4468, -2.8270], [-5.4092, -1.6511, -2.8716], [4.1312, 1.1453, -0.7252], [4.7292, 2.5449, -0.4182], [6.1109, 2.3192, 0.1511], [5.8984, 0.9098, 1.3236], [5.2852, 1.3410, 2.5722], [6.9663, -0.0744, 1.3573], [4.5952, 0.0851, 0.3084], [4.4649, 0.7162, -1.6699], [3.0590, 1.1348, -0.9212], [4.1926, 3.1333, 0.3261], [4.7515, 3.1601, -1.3178], [6.6005, 3.1122, 0.7163], [6.7205, 1.9055, -0.6523], [4.0058, -0.4854, 1.0262], [5.1840, -0.6528, -0.2364]],
  "spin_multiplicity": 1,
  "e_homo_ev": -9.408,
  "total_energy_ha": -2841.66779,
  "smiles": "O=S1(=O)CCCC1.O=S1(=O)CCCC1.O=S1(=O)CCCC1.CC(C)=O.CC#N.CC#N.CC#N.CC#N"
}

---

{
  "formula": "C27H29N9SSeSm",
  "method": "ωB97M-V/def2-TZVPD",
  "species": ["Sm", "C", "C", "N", "N", "C", "S", "N", "N", "H", "H", "H", "H", "H", "H", "Se", "N", "C", "C", "C", "C", "C", "N", "C", "C", "N", "C", "C", "C", "C", "C", "N", "H", "H", "H", "H", "H", "H", "C", "C", "C", "C", "C", "C", "C", "C", "C", "C", "C", "C", "N", "H", "H", "H", "H", "H", "H", "H", "H", "H", "H", "H", "H", "H", "H", "H", "H", "H"],
  "coordinates": [[-0.0843, 0.2349, 0.6672], [-0.5636, -5.2477, -1.1769], [-1.5405, -4.1396, -1.1117], [-2.8166, -4.2313, -1.2415], [-3.2826, -2.9600, -1.1034], [-2.3237, -2.0576, -0.8895], [-2.4775, -0.4036, -0.6866], [-1.1882, -2.8133, -0.9003], [0.0835, -2.2994, -0.6718], [-1.0961, -6.1751, -1.3684], [-0.0154, -5.3494, -0.2382], [0.1552, -5.0816, -1.9813], [-4.2711, -2.7846, -1.1612], [0.5394, -2.8690, 0.0400], [0.6230, -2.3475, -1.5299], [4.8263, 6.0663, 1.7369], [5.0903, 4.3716, 1.3303], [3.9241, 3.8586, 1.0240], [3.7265, 2.4712, 0.6674], [4.7786, 1.5603, 0.6705], [4.5254, 0.2406, 0.3725], [3.2238, -0.1247, 0.0739], [2.1942, 0.7164, 0.0606], [2.4261, 2.0257, 0.3600], [1.3008, 2.9511, 0.3937], [0.0653, 2.4924, 0.0583], [-0.9681, 3.3281, 0.1112], [-0.8765, 4.6418, 0.5426], [0.3649, 5.1244, 0.8918], [1.4764, 4.2915, 0.7889], [2.8089, 4.7568, 1.0982], [3.0865, 5.9842, 1.4636], [5.7720, 1.9120, 0.9154], [5.3092, -0.5022, 0.3881], [2.9970, -1.1556, -0.1731], [-1.9220, 2.9268, -0.2149], [-1.7608, 5.2592, 0.6004], [0.5081, 6.1372, 1.2448], [0.8081, -3.6587, 2.7623], [-0.5246, -3.4116, 3.4854], [-1.7177, -3.4014, 2.5209], [-0.5058, -2.1732, 4.3763], [-0.7388, -2.3648, 5.7272], [-0.7855, -1.3068, 6.6212], [-0.6039, -0.0220, 6.1417], [-0.3631, 0.2359, 4.8040], [-0.1840, 1.6767, 4.3617], [-1.2998, 2.1307, 3.4099], [1.2049, 1.9393, 3.7688], [-0.2903, -0.8404, 3.8606], [-0.0173, -0.6253, 2.5579], [0.7559, -4.5789, 2.1648], [1.6116, -3.7822, 3.4897], [1.0551, -2.8014, 2.1363], [-0.6787, -4.2654, 4.1512], [-1.6640, -2.5248, 1.8789], [-2.6529, -3.3504, 3.0804], [-1.7387, -4.3178, 1.9186], [-0.8984, -3.3730, 6.0961], [-0.9664, -1.4813, 7.6736], [-0.6479, 0.8095, 6.8388], [-0.2683, 2.2998, 5.2563], [-1.3221, 1.5031, 2.5110], [-1.1584, 3.1748, 3.1167], [-2.2716, 2.0372, 3.8940], [1.3433, 1.3311, 2.8728], [1.9788, 1.6636, 4.4857], [1.3275, 2.9993, 3.5196]],
  "spin_multiplicity": 6,
  "e_homo_ev": [-8.165, -8.242],
  "total_energy_ha": -4996.47885,
  "charge": 1,
  "e_above_lowest_kcal_mol": 1.6
}

---

{
  "formula": "C26H47N9O4PSSc",
  "method": "ωB97M-V/def2-TZVPD",
  "species": ["Sc", "C", "C", "N", "C", "C", "N", "C", "C", "N", "C", "C", "N", "C", "C", "C", "C", "C", "C", "C", "N", "H", "H", "H", "H", "H", "H", "H", "H", "H", "H", "H", "H", "H", "H", "H", "H", "H", "H", "H", "H", "H", "H", "H", "C", "C", "N", "N", "C", "S", "N", "N", "H", "H", "H", "H", "H", "H", "C", "C", "C", "C", "O", "P", "O", "O", "O", "C", "C", "C", "C", "H", "H", "H", "H", "H", "H", "H", "H", "H", "H", "H", "H", "H", "H", "H", "H", "H", "H"],
  "coordinates": [[-1.8338, 0.3266, 0.6887], [1.0079, 4.0205, 0.6534], [0.4383, 2.7139, 0.9066], [-0.7258, 2.2902, 1.1416], [-1.8423, 3.2026, 1.3658], [-2.8107, 3.3165, 0.1636], [-2.9403, 1.9717, -0.4641], [-4.2389, 1.6439, -1.1171], [-4.5821, 0.1166, -1.0404], [-3.3506, -0.6961, -0.6975], [-3.6816, -2.1411, -0.3702], [-2.5093, -2.7791, 0.4115], [-1.3711, -1.8474, 0.5978], [-0.2527, -2.4578, 1.0050], [-0.2234, -3.9837, 1.4260], [0.9155, -1.6562, 1.3026], [1.8154, -1.9188, 2.3471], [2.6232, -0.9187, 2.8989], [2.5549, 0.3597, 2.2642], [1.7143, 0.5933, 1.1354], [1.1200, -0.4897, 0.5033], [0.3235, 4.7208, 1.1790], [1.0992, 4.2010, -0.4066], [2.0077, 4.0812, 1.0898], [-1.4624, 4.2353, 1.5393], [-2.3838, 2.9048, 2.2618], [-2.4464, 4.0917, -0.5411], [-3.7871, 3.6950, 0.5514], [-2.2163, 1.8341, -1.1638], [-4.2310, 1.9118, -2.2013], [-5.0497, 2.1611, -0.5957], [-5.0523, -0.2346, -1.9541], [-5.3200, -0.0703, -0.2672], [-2.6922, -0.6681, -1.5040], [-3.9027, -2.6775, -1.2907], [-4.5410, -2.1189, 0.3225], [-2.2141, -3.6587, -0.1824], [-2.9783, -3.0990, 1.3916], [-0.3162, -4.0840, 2.4995], [0.7004, -4.4375, 1.0514], [-1.0482, -4.5380, 1.0076], [1.7042, -2.8963, 2.8433], [3.1958, -1.1161, 3.8157], [3.0927, 1.2106, 2.6266], [-0.4743, -2.3995, 5.1102], [-1.8347, -1.9525, 4.7119], [-3.0125, -2.4760, 5.0562], [-3.9497, -1.8046, 4.2551], [-3.3584, -0.8266, 3.4698], [-4.0375, 0.3294, 2.4687], [-2.0177, -0.9187, 3.7343], [-1.2304, 0.0987, 3.1623], [0.2149, -2.4517, 4.2405], [-0.6400, -3.4343, 5.4988], [-0.0111, -1.7888, 5.8807], [-4.9530, -1.9298, 4.3860], [-0.2341, 0.0396, 3.4393], [-1.5630, 1.0283, 3.4724], [4.9366, 3.7428, -1.3405], [4.9873, 3.0798, -2.6545], [4.2063, 3.5715, -3.8622], [5.7846, 1.8618, -2.8127], [1.7418, 0.5520, -1.9134], [0.6923, -0.2057, -1.2084], [-0.6697, 0.4743, -1.0120], [1.4852, 1.8045, 0.5872], [0.3560, -1.6268, -1.8039], [0.9118, -2.0473, -3.1068], [0.3584, -3.4982, -3.2061], [0.3731, -1.2223, -4.2488], [2.4339, -1.9942, -3.0457], [5.9700, 3.7284, -0.9408], [4.3186, 3.2037, -0.5904], [4.5964, 4.7630, -1.5757], [3.1565, 3.6870, -3.6812], [4.3861, 2.8518, -4.7083], [4.5242, 4.5595, -4.1865], [5.2966, 1.0602, -3.3880], [6.0211, 1.4500, -1.7890], [6.7974, 2.1422, -3.2697], [-0.5767, -3.4390, -3.7311], [0.1771, -3.9768, -2.2393], [1.1406, -4.0869, -3.7227], [-0.7082, -1.2961, -4.2982], [0.7043, -1.5742, -5.2365], [0.7317, -0.2148, -4.0326], [2.8514, -2.5501, -2.2208], [2.8982, -0.9906, -2.9333], [2.9103, -2.4385, -3.9092]],
  "spin_multiplicity": 1,
  "e_homo_ev": [-12.216, -9.795],
  "total_energy_ha": -3312.56768,
  "charge": 2
}

---

{
  "formula": "C5H11NO",
  "method": "ωB97M-V/def2-TZVPD",
  "species": ["C", "C", "C", "N", "C", "C", "O", "H", "H", "H", "H", "H", "H", "H", "H", "H", "H", "H"],
  "coordinates": [[-0.9625, -1.4746, -0.4309], [-0.5693, -0.0057, -0.5798], [-1.4298, 0.8810, 0.3302], [0.8570, 0.2227, -0.2808], [1.5906, -0.6592, 0.6070], [1.2525, 1.5233, -0.3603], [0.7428, 2.3619, -1.0768], [-0.8021, -1.8327, 0.5919], [-2.0301, -1.5697, -0.6469], [-0.4279, -2.1493, -1.1081], [-0.7138, 0.2928, -1.6227], [-1.1144, 1.9304, 0.3219], [-2.4685, 0.8619, -0.0072], [-1.3744, 0.5319, 1.3694], [1.1311, -0.7710, 1.5987], [1.6957, -1.6520, 0.1611], [2.6000, -0.2593, 0.7414], [2.0233, 1.7674, 0.3920]],
  "spin_multiplicity": 1,
  "e_homo_ev": -9.258,
  "total_energy_ha": -327.10474,
  "e_above_lowest_kcal_mol": 16.7,
  "smiles": "CC(C)N(C)C=O"
}